[1]
Molecular formula: C4H4FN
Method: DFT, ωB97M-V/def2-TZVPD

CARTESIAN COORDINATES (ANGSTROEM)
1 H -0.498 0.166 1.934
2 N 0.140 -2.597 0.921
3 H 1.331 0.317 1.323
4 H -0.411 0.961 -2.392
5 C -0.492 0.596 -0.440
6 C 0.175 0.904 -1.507
7 C 0.283 -0.101 1.170
8 H 1.270 0.780 -1.647
9 C 0.094 -1.475 1.058
10 F -1.890 0.447 -0.421

The charge is 0. The molar mass comes out at 85.081 Da. Its energy above the lowest of the compared OMol25 structures with the same formula, charge and spin is 232.8 kJ/mol. The calculation puts the total energy at -309.333129 a.u.


[2]
Molecular formula: C4H8N3O2
Method: DFT, ωB97M-V/def2-TZVPD

CARTESIAN COORDINATES (ANGSTROEM)
1 N 0.164 -0.119 -0.314
2 H -0.756 -1.843 0.245
3 C -1.317 -0.347 1.435
4 O -1.878 -0.773 2.374
5 C 0.182 -0.305 -1.733
6 N -0.743 -0.885 0.392
7 H 1.606 -1.330 0.449
8 C 1.497 -0.237 0.327
9 H 1.509 0.286 1.279
10 H 2.315 0.140 -0.428
11 H -1.467 1.770 1.871
12 N -1.079 1.097 1.210
13 H 0.790 0.550 -2.214
14 C -0.479 1.337 0.048
15 H 0.732 -1.171 -2.076
16 O -0.253 2.249 -0.626
17 H -0.823 -0.419 -2.239

The charge is +1. The molar mass comes out at 130.127 Da. Its energy above the lowest of the compared OMol25 structures with the same formula, charge and spin is 227.3 kJ/mol. The SMILES is C[N+]1(C)NC(=O)NC1=O. The calculation puts the total energy at -471.674456 a.u.


Number 1: frontier orbital gap 0.422 hartree, HOMO -0.398 hartree. Number 2: frontier orbital gap 0.459 hartree, HOMO -0.581 hartree.